(1)
{
  "formula": "C3H5NO2",
  "method": "wB97M-V/def2-TZVPD",
  "lumo_energy_ev": 0.57,
  "smiles": "N#C[C@H](O)CO",
  "de_lowest_kcal_mol": 33.5,
  "total_energy_ha": -322.52089,
  "homo_lumo_gap_ev": 11.91,
  "max_force_ha_per_bohr": 0.022,
  "charge": 0,
  "elements": ["O", "C", "C", "O", "C", "N", "H", "H", "H", "H", "H"],
  "coordinates": [[1.635, 0.216, -0.272], [0.679, -0.619, 0.355], [-0.680, 0.106, 0.413], [-0.490, 1.454, 0.727], [-1.407, -0.058, -0.876], [-1.964, -0.210, -1.878], [1.538, 0.143, -1.230], [0.588, -1.591, -0.143], [1.034, -0.779, 1.375], [-1.306, -0.344, 1.192], [0.373, 1.682, 0.337]],
  "atomic_forces_ev_per_a": [[0.01, -0.05, -0.25], [-0.11, -0.18, 0.17], [-0.06, -0.24, 0.03], [0.17, 0.08, -0.03], [-0.49, -0.09, -0.87], [0.60, 0.14, 0.94], [0.04, -0.01, 0.04], [-0.01, 0.16, 0.08], [-0.05, 0.07, -0.11], [0.09, 0.02, -0.11], [-0.18, 0.10, 0.11]],
  "nbo_charge": [-0.72, -0.08, -0.02, -0.68, 0.24, -0.31, 0.48, 0.19, 0.20, 0.22, 0.49]
}

(2)
{
  "formula": "C3H5NO2",
  "method": "wB97M-V/def2-TZVPD",
  "lumo_energy_ev": 0.82,
  "smiles": "[H]/N=C/OCC=O",
  "de_lowest_kcal_mol": 38.7,
  "total_energy_ha": -322.51262,
  "homo_lumo_gap_ev": 10.59,
  "max_force_ha_per_bohr": 0.011,
  "charge": 0,
  "elements": ["N", "C", "O", "C", "C", "O", "H", "H", "H", "H", "H"],
  "coordinates": [[1.263, 0.935, 0.164], [1.306, 0.009, -0.693], [0.303, -0.862, -0.891], [-0.753, -0.873, 0.074], [-1.276, 0.474, 0.567], [-1.718, 0.579, 1.685], [2.112, 1.492, 0.126], [2.129, -0.208, -1.378], [-0.457, -1.449, 0.955], [-1.580, -1.388, -0.431], [-1.328, 1.290, -0.177]],
  "atomic_forces_ev_per_a": [[0.09, -0.31, -0.23], [0.05, 0.12, 0.08], [0.00, 0.20, 0.02], [-0.11, 0.00, 0.23], [-0.14, -0.15, 0.16], [0.15, 0.03, -0.56], [-0.05, -0.03, 0.10], [-0.14, 0.05, 0.02], [0.03, 0.04, -0.10], [0.12, 0.08, 0.14], [-0.01, -0.05, 0.14]],
  "nbo_charge": [-0.72, 0.42, -0.49, -0.18, 0.43, -0.52, 0.36, 0.16, 0.21, 0.22, 0.12]
}

(3)
{
  "formula": "C3H5NO2",
  "method": "wB97M-V/def2-TZVPD",
  "lumo_energy_ev": 0.68,
  "smiles": "NC(=O)/C=C/O",
  "de_lowest_kcal_mol": 15.9,
  "total_energy_ha": -322.54897,
  "homo_lumo_gap_ev": 10.11,
  "max_force_ha_per_bohr": 0.007,
  "charge": 0,
  "elements": ["N", "C", "O", "C", "C", "O", "H", "H", "H", "H", "H"],
  "coordinates": [[1.480, 0.245, 1.439], [0.528, -0.492, 0.781], [0.211, -1.616, 1.142], [-0.080, 0.179, -0.379], [-1.044, -0.435, -1.072], [-1.787, 0.182, -2.006], [1.535, 1.244, 1.317], [1.791, -0.130, 2.322], [0.235, 1.183, -0.668], [-1.572, 1.123, -1.939], [-1.297, -1.484, -0.936]],
  "atomic_forces_ev_per_a": [[0.00, -0.04, 0.12], [-0.02, -0.24, 0.08], [0.24, 0.28, -0.08], [-0.11, -0.06, -0.13], [0.18, 0.01, 0.18], [0.07, 0.09, -0.08], [-0.01, -0.20, -0.05], [-0.01, 0.04, -0.06], [-0.13, -0.08, 0.22], [-0.17, -0.05, -0.32], [-0.03, 0.24, 0.13]],
  "nbo_charge": [-0.82, 0.65, -0.63, -0.48, 0.25, -0.65, 0.39, 0.40, 0.20, 0.48, 0.21]
}

(4)
{
  "formula": "C3H5NO2",
  "method": "wB97M-V/def2-TZVPD",
  "lumo_energy_ev": 0.51,
  "smiles": "O=C1NC[C@@H]1O",
  "de_lowest_kcal_mol": 69.2,
  "total_energy_ha": -322.46401,
  "homo_lumo_gap_ev": 10.10,
  "max_force_ha_per_bohr": 0.053,
  "charge": 0,
  "elements": ["O", "C", "C", "N", "C", "O", "H", "H", "H", "H", "H"],
  "coordinates": [[0.558, 1.351, -0.997], [0.221, 0.627, 0.152], [-1.104, -0.125, -0.017], [-0.404, -1.447, 0.027], [0.801, -0.839, 0.484], [1.785, -1.364, 0.911], [1.238, 1.999, -0.777], [0.334, 1.201, 1.066], [-1.771, 0.066, 0.830], [-1.667, -0.014, -0.947], [0.232, -1.282, -0.860]],
  "atomic_forces_ev_per_a": [[0.49, -0.17, 0.14], [0.09, -0.08, 0.78], [-0.08, 0.23, -0.08], [0.95, -0.08, -1.40], [0.93, 0.79, 0.99], [-0.30, 0.71, -0.16], [-0.01, -0.15, -0.09], [-0.25, 0.51, 0.10], [0.11, -0.53, -0.09], [0.27, 0.38, 0.14], [-2.20, -1.61, -0.32]],
  "nbo_charge": [-0.69, -0.01, -0.27, -0.57, 0.61, -0.52, 0.48, 0.18, 0.21, 0.21, 0.36]
}

Q: Look up the charge of the third one.
A: 0